Record 1
Here is a single C23H31N3O3S molecule from the Open Molecules 2025 dataset. Energies are from ωB97M-V with the def2-TZVPD basis set.

Summary:
**Energy relative to the best compared isomer or geometry (same formula, charge and spin)**: 247.5 kJ/mol
**Molar mass**: 429.586 g/mol
**Spin multiplicity**: 1
**HOMO energy**: -7.4317 eV
**SMILES string**: COc1ccccc1N1CCN([C@@H]2CCCN(S(=O)(=O)c3ccc(C)cc3)C2)CC1
**HOMO-LUMO gap**: 7.891 eV
**E**: -1683.1735 Ha

Atoms and positions in Å:
C1 3.2136 0.5230 2.2571
O1 3.2625 -0.0627 0.9833
C2 3.9912 -1.2198 0.8080
C3 4.6780 -1.8315 1.8456
C4 5.3677 -3.0176 1.6549
C5 5.3829 -3.5995 0.4033
C6 4.7202 -2.9879 -0.6421
C7 4.0041 -1.7983 -0.4820
N1 3.4024 -1.2543 -1.6095
C8 2.5451 -2.0725 -2.4366
C9 1.0672 -1.8104 -2.1157
N2 0.7710 -0.4100 -2.3549
C10 -0.6464 -0.0997 -2.3849
C11 -0.9243 1.2049 -3.1394
C12 -2.4330 1.4108 -3.2517
C13 -3.0600 1.4224 -1.8595
N3 -2.7408 0.1900 -1.1790
S1 -3.6615 -0.1471 0.1720
O2 -5.0309 0.0962 -0.1717
O3 -3.2797 -1.4499 0.6295
C14 -3.1300 1.0694 1.3753
C15 -2.0386 0.7988 2.1776
C16 -1.5713 1.7747 3.0410
C17 -2.1881 3.0199 3.1046
C18 -1.6985 4.0692 4.0541
C19 -3.2895 3.2684 2.2900
C20 -3.7595 2.2983 1.4226
C21 -1.3262 -0.0227 -1.0040
C22 1.5778 0.4079 -1.4651
C23 3.0598 0.1387 -1.7502
H1 2.7661 -0.1492 2.9975
H2 2.5827 1.4052 2.1466
H3 4.2060 0.8331 2.6016
H4 4.6683 -1.3943 2.8315
H5 5.8852 -3.4738 2.4846
H6 5.9207 -4.5198 0.2332
H7 4.7671 -3.4297 -1.6257
H8 2.7263 -1.8161 -3.4866
H9 2.7626 -3.1281 -2.2824
H10 0.8750 -2.1041 -1.0690
H11 0.4417 -2.4226 -2.7684
H12 -1.1333 -0.9093 -2.9403
H13 -0.4666 1.1532 -4.1274
H14 -0.4854 2.0493 -2.6048
H15 -2.8719 0.5970 -3.8296
H16 -2.6530 2.3530 -3.7559
H17 -4.1475 1.4785 -1.9139
H18 -2.6833 2.2907 -1.2921
H19 -1.5838 -0.1778 2.1282
H20 -0.7203 1.5681 3.6738
H21 -1.7838 5.0603 3.6146
H22 -0.6630 3.8918 4.3332
H23 -2.3015 4.0540 4.9621
H24 -3.7800 4.2296 2.3380
H25 -4.6185 2.4679 0.7928
H26 -1.2134 -0.9623 -0.4624
H27 -0.8807 0.7948 -0.4141
H28 1.3810 0.1816 -0.4065
H29 1.3665 1.4616 -1.6494
H30 3.2632 0.4142 -2.7928
H31 3.6858 0.7430 -1.0981

Cartesian forces (eV/Å) of the 6 atoms listed first:
-0.01 0.09 0.22
0.17 -0.42 -0.34
-0.12 0.09 -0.07
-0.01 0.08 0.12
0.02 -0.03 0.00
0.00 -0.08 0.09

Here are the Mulliken charges for atoms 1 to 4, given in e: atom 1 (C): -1.11, atom 2 (O): -0.17, atom 3 (C): 0.78, atom 4 (C): -0.66

=====

Record 2
Here is a single C27H35N3O4S molecule from the Open Molecules 2025 dataset. Energies are from ωB97M-V with the def2-TZVPD basis set.

Summary:
**Energy relative to the best compared isomer or geometry (same formula, charge and spin)**: 5.4 kJ/mol
**Molar mass**: 497.661 g/mol
**Spin multiplicity**: 1
**HOMO energy**: -8.5413 eV
**SMILES string**: CCC(=O)N1CCc2cc(S(=O)(=O)N[C@@H](Cc3ccccc3)C(=O)N[C@@H]3CCCC[C@H]3C)ccc21
**HOMO-LUMO gap**: 9.011 eV
**E**: -1913.3494 Ha

Atoms and positions in Å:
C1 -1.0879 -7.5214 -3.3841
C2 -0.0285 -6.8804 -2.4969
C3 -0.2013 -5.3732 -2.4481
O1 -1.1090 -4.7983 -3.0068
N1 0.7491 -4.7062 -1.7200
C4 1.8357 -5.3511 -0.9874
C5 2.5435 -4.2339 -0.2020
C6 1.8163 -2.9965 -0.6313
C7 2.0213 -1.6903 -0.2564
C8 1.1978 -0.7211 -0.8068
S1 1.3862 0.9496 -0.2430
O2 2.7545 1.2273 0.0773
O3 0.7056 1.8334 -1.1600
N2 0.5686 0.8838 1.1996
C9 -0.8579 1.1440 1.2205
C10 -1.5684 0.1998 2.1985
C11 -1.3105 -1.2368 1.8538
C12 -0.3485 -1.9692 2.5359
C13 -0.1230 -3.2986 2.2264
C14 -0.8509 -3.9109 1.2216
C15 -1.7958 -3.1843 0.5181
C16 -2.0220 -1.8571 0.8340
C17 -1.0936 2.6198 1.6060
O4 -1.5207 2.9482 2.6955
N3 -0.7329 3.4698 0.6367
C18 -0.6712 4.9051 0.8221
C19 -1.6833 5.6008 -0.0913
C20 -1.6414 7.1103 0.1214
C21 -0.2352 7.6423 -0.1335
C22 0.7739 6.9363 0.7667
C23 0.7472 5.4225 0.5457
C24 1.7772 4.7174 1.4262
C25 0.2006 -1.0348 -1.7072
C26 -0.0191 -2.3515 -2.0818
C27 0.7899 -3.3291 -1.5228
H1 -1.0094 -7.1391 -4.3982
H2 -0.9649 -8.6013 -3.4020
H3 -2.0809 -7.2835 -3.0129
H4 0.9701 -7.1137 -2.8736
H5 -0.1043 -7.2778 -1.4814
H6 1.4360 -6.1175 -0.3184
H7 2.5189 -5.8367 -1.6915
H8 2.4552 -4.3787 0.8751
H9 3.6045 -4.1754 -0.4463
H10 2.7958 -1.3974 0.4331
H11 1.0837 1.2484 1.9841
H12 -1.2098 0.9674 0.2002
H13 -1.2171 0.4260 3.2059
H14 -2.6362 0.4202 2.1565
H15 0.2167 -1.4979 3.3264
H16 0.6141 -3.8606 2.7826
H17 -0.6906 -4.9543 0.9909
H18 -2.3584 -3.6542 -0.2749
H19 -2.7711 -1.2979 0.2920
H20 -0.3210 3.0971 -0.2132
H21 -0.9374 5.0904 1.8691
H22 -2.6827 5.2169 0.1215
H23 -1.4432 5.3657 -1.1309
H24 -2.3535 7.5984 -0.5470
H25 -1.9351 7.3376 1.1484
H26 0.0323 7.4728 -1.1789
H27 -0.2055 8.7184 0.0492
H28 0.5411 7.1493 1.8126
H29 1.7775 7.3159 0.5638
H30 0.9875 5.2141 -0.5033
H31 1.4739 4.7531 2.4710
H32 1.8941 3.6770 1.1287
H33 2.7466 5.2018 1.3317
H34 -0.3946 -0.2364 -2.1202
H35 -0.7988 -2.6136 -2.7760

Cartesian forces (eV/Å) of the 6 atoms listed first:
0.13 0.10 0.12
-0.34 -0.04 -0.25
0.30 -0.30 0.19
-0.27 0.10 -0.17
-0.09 0.08 0.00
0.31 -0.53 0.10

Here are the Mulliken charges for atoms 1 to 4, given in e: atom 1 (C): -1.38, atom 2 (C): -0.30, atom 3 (C): 0.60, atom 4 (O): -0.64

=====

Record 3
Here is a molecular structure, C44H43N4OPSTc from the Open Molecules 2025 dataset. Energies are from ωB97M-V with the def2-TZVPD basis set.

Summary:
**Expectation value of S²**: 3.78
**Energy relative to the best compared isomer or geometry (same formula, charge and spin)**: 0.0 kJ/mol
**Molar mass**: 804.896 g/mol
**Spin multiplicity**: 4
**HOMO energy (alpha / beta)**: -13.3674 / -13.5171 eV
**HOMO-LUMO gap (alpha / beta)**: 8.232 / 7.152 eV
**E**: -2816.6576 Ha
**Charge**: +2

Atoms and positions in Å:
Tc1 1.2067 -0.1077 -0.4998
C1 0.9180 2.8948 0.8627
C2 0.0568 4.1912 0.9327
C3 -1.0968 3.8785 1.8628
C4 -1.2829 4.4582 3.1257
C5 -2.2434 3.9196 3.9819
C6 -3.0334 2.8988 3.4907
C7 -2.8325 2.4013 2.2219
N1 -1.8710 2.8720 1.4297
N2 1.2827 2.3106 -0.4480
C8 0.2908 2.6189 -1.5086
C9 0.5311 1.8842 -2.8207
C10 0.1980 2.4566 -4.0272
C11 0.2839 1.7201 -5.1888
C12 0.6515 0.3975 -5.0621
C13 1.0646 -0.0911 -3.8398
N3 1.0334 0.6300 -2.7386
C14 2.6025 2.7872 -0.8258
C15 3.6609 1.8143 -0.3249
C16 4.9143 2.1875 0.1662
C17 5.8130 1.1851 0.5198
C18 5.4492 -0.1367 0.3794
C19 4.1423 -0.4253 0.0343
N4 3.2824 0.5259 -0.3381
H1 0.4759 2.1222 1.4844
H2 1.8404 3.1104 1.3906
H3 -0.3260 4.5134 -0.0214
H4 0.6068 5.0370 1.3102
H5 -0.6763 5.3103 3.3814
H6 -2.4001 4.2560 4.9786
H7 -3.7729 2.3936 4.1172
H8 -3.3632 1.5542 1.7716
H9 0.2976 3.6735 -1.7281
H10 -0.6988 2.3558 -1.1524
H11 -0.1438 3.4789 -4.0666
H12 0.0549 2.1436 -6.1735
H13 0.6611 -0.2379 -5.9514
H14 1.4400 -1.0973 -3.7306
H15 2.8716 3.7541 -0.4199
H16 2.7358 2.8957 -1.9233
H17 5.1281 3.2219 0.2621
H18 6.7650 1.4671 0.9210
H19 6.1023 -0.9701 0.5130
H20 3.7916 -1.4321 0.0596
C20 1.5875 -2.0417 -0.9840
H21 2.4585 -1.9361 -1.6607
H22 0.7270 -2.4643 -1.4826
H23 1.9231 -2.7079 -0.1822
O1 -0.7734 -0.4532 -0.7977
P1 -1.8279 -1.6012 -0.6403
C21 -1.5070 -2.7513 0.6908
C22 -1.8266 -2.4026 1.9934
C23 -1.5327 -3.2710 3.0485
C24 -0.8575 -4.4549 2.7954
C25 -0.4738 -4.7683 1.5015
C26 -0.7753 -3.9170 0.4425
C27 -3.4206 -0.8485 -0.3492
C28 -4.4689 -1.5650 0.2031
C29 -5.7295 -1.0089 0.2821
C30 -5.9409 0.2787 -0.2032
C31 -4.8659 1.0384 -0.6788
C32 -3.6229 0.4751 -0.7557
C33 -2.0482 -2.4925 -2.1472
C34 -2.3733 -3.8352 -2.2354
C35 -2.7737 -4.4351 -3.4122
C36 -2.7749 -3.6975 -4.6156
C37 -2.3945 -2.3531 -4.5509
C38 -2.0015 -1.7760 -3.3376
H24 -2.4164 -1.5384 2.1283
H25 -1.8337 -3.1111 4.0690
H26 -0.6054 -5.1126 3.5865
H27 0.1680 -5.6465 1.3049
H28 -0.4456 -4.2531 -0.5445
H29 -4.2937 -2.5851 0.5539
H30 -6.5434 -1.5654 0.7327
H31 -6.9345 0.6579 -0.1811
H32 -5.0898 2.0351 -1.0238
H33 -2.7681 0.9975 -1.1867
H34 -2.4281 -4.4208 -1.3420
H35 -2.9969 -5.4860 -3.4137
H36 -3.0920 -4.1935 -5.5690
H37 -2.4171 -1.7466 -5.4666
H38 -1.7426 -0.7046 -3.3866
S1 0.9212 -0.2993 1.7146
C39 2.4185 -0.3002 2.6757
C40 2.7028 -1.4908 3.3185
C41 3.9024 -1.6204 4.0059
C42 4.7732 -0.5648 4.0725
C43 4.4523 0.6640 3.4931
C44 3.2464 0.7966 2.8187
H39 1.9897 -2.3020 3.2606
H40 4.1555 -2.5777 4.4528
H41 5.6936 -0.7269 4.6092
H42 5.1204 1.5093 3.5845
H43 2.9438 1.7529 2.4006

Cartesian forces (eV/Å) of the 6 atoms listed first:
-0.34 1.63 -0.92
-0.12 0.51 0.86
-0.26 -0.47 0.42
-0.73 -0.33 0.35
0.10 -0.20 -0.59
0.11 -0.08 -1.19

Here are the Mulliken charges for atoms 1 to 4, given in e: atom 1 (Tc): -0.27, atom 2 (C): -1.15, atom 3 (C): -0.94, atom 4 (C): 0.46

=====

Record 4
Here is a single C7H8 molecule from the Open Molecules 2025 dataset. Energies are from ωB97M-V with the def2-TZVPD basis set.

Summary:
**Energy relative to the best compared isomer or geometry (same formula, charge and spin)**: 645.4 kJ/mol
**Molar mass**: 92.141 g/mol
**Spin multiplicity**: 1
**HOMO energy (alpha / beta)**: -7.6614 / -7.6628 eV
**HOMO-LUMO gap (alpha / beta)**: 7.344 / 7.347 eV
**E**: -271.2856 Ha

Atoms and positions in Å:
C1 1.9642 -1.0928 0.4055
C2 0.7352 -1.1331 -0.2194
C3 1.0906 1.2139 0.1600
C4 -0.4160 0.9181 0.1173
C5 1.7344 0.0474 -0.4814
C6 -0.4745 -0.5346 -0.0254
C7 -1.7510 -1.3015 0.0469
H1 1.5341 2.2078 -0.0336
H2 1.1648 1.2322 1.3190
H3 -0.8915 1.5318 0.9549
H4 -0.8132 1.2457 -0.8893
H5 2.1867 0.1299 -1.4923
H6 -2.3590 -1.0325 -0.8813
H7 -2.2223 -1.0855 1.0208
H8 -1.4826 -2.3465 -0.0018

Cartesian forces (eV/Å) of the 6 atoms listed first:
0.28 -0.02 0.73
-0.70 0.25 -0.37
0.95 1.46 3.23
0.01 2.75 -1.17
1.09 0.15 -0.92
-0.25 -2.14 0.64

Here are the Mulliken charges for atoms 1 to 4, given in e: atom 1 (C): -0.74, atom 2 (C): 0.08, atom 3 (C): -0.53, atom 4 (C): -0.41

=====

- What is the formula in the first record?
  C23H31N3O3S

=====

- The highest energy relative to the best compared isomer or geometry (same formula, charge and spin) belongs to which entry?
  C7H8